# C57H136As5F30N7O8

A structure of composition C57H136As5F30N7O8 (ωB97M-V/def2-TZVPD, OMol25).

Summary:
Charge = +2
HOMO level = -12.682 eV

Each line ends with the Löwdin charge.
Atoms and positions in Å:
1 C 4.588 -1.251 -3.007  -0.0984
2 C 5.596 -1.417 -1.917  -0.2675
3 C 6.995 -1.435 -2.439  -0.1653
4 C 7.289 -0.045 -3.046  -0.1029
5 N 8.738 0.211 -3.356  -0.2294
6 C 9.113 -0.642 -4.555  -0.0936
7 C 8.542 0.083 -5.739  -0.1404
8 C 8.429 1.549 -5.310  -0.1450
9 C 8.853 1.665 -3.862  -0.0714
10 C 9.667 -0.097 -2.218  -0.1247
11 C 9.378 0.711 -0.932  -0.2094
12 C 10.465 0.546 0.141  -0.0857
13 H 3.592 -1.468 -2.671  0.0580
14 H 4.824 -1.914 -3.866  0.0978
15 H 4.522 -0.223 -3.341  0.0617
16 H 5.320 -2.322 -1.356  0.0862
17 H 5.518 -0.605 -1.185  0.1214
18 H 7.111 -2.241 -3.112  0.1045
19 H 7.720 -1.594 -1.657  0.1070
20 H 7.072 0.673 -2.259  0.1301
21 H 6.798 0.231 -3.973  0.1247
22 H 10.165 -0.768 -4.590  0.1267
23 H 8.657 -1.636 -4.469  0.1383
24 H 9.176 -0.106 -6.599  0.1232
25 H 7.588 -0.388 -6.021  0.1235
26 H 9.100 2.136 -5.936  0.1229
27 H 7.467 2.056 -5.414  0.1236
28 H 9.913 1.905 -3.731  0.1403
29 H 8.215 2.372 -3.314  0.1421
30 H 10.651 0.140 -2.662  0.1416
31 H 9.629 -1.146 -1.993  0.1260
32 H 8.394 0.395 -0.546  0.1124
33 H 9.268 1.803 -1.136  0.1206
34 H 10.450 -0.425 0.597  0.0723
35 H 10.207 1.169 0.990  0.0752
36 H 11.488 0.844 -0.136  0.0898
37 C 2.308 -9.267 1.182  -0.0844
38 C 0.789 -9.486 1.492  -0.2223
39 C 0.007 -8.745 0.433  -0.1915
40 C 0.088 -7.210 0.579  -0.0821
41 N -0.888 -6.544 -0.377  -0.1984
42 C -0.820 -5.057 -0.159  -0.1505
43 C -2.114 -4.526 -0.615  -0.1487
44 C -3.175 -5.689 -0.388  -0.1060
45 C -2.339 -6.879 0.013  -0.0775
46 C -0.539 -6.847 -1.856  -0.1040
47 C 0.883 -6.869 -2.293  -0.2228
48 C 1.164 -6.620 -3.757  -0.0811
49 H 2.689 -8.247 1.346  0.0717
50 H 2.489 -9.616 0.158  0.0695
51 H 2.918 -9.969 1.774  0.0727
52 H 0.473 -8.993 2.432  0.1185
53 H 0.565 -10.532 1.540  0.1017
54 H -1.029 -9.032 0.443  0.0998
55 H 0.422 -9.099 -0.514  0.1015
56 H 0.981 -6.798 0.193  0.0872
57 H -0.226 -6.845 1.557  0.1145
58 H 0.068 -4.673 -0.636  0.1186
59 H -0.725 -4.883 0.909  0.1014
60 H -2.062 -4.256 -1.670  0.1064
61 H -2.354 -3.546 -0.169  0.0916
62 H -3.769 -5.807 -1.282  0.1011
63 H -3.888 -5.523 0.434  0.1181
64 H -2.508 -7.866 -0.480  0.1387
65 H -2.227 -6.956 1.101  0.1133
66 H -1.141 -6.076 -2.354  0.1296
67 H -1.018 -7.798 -2.094  0.1338
68 H 1.344 -7.805 -1.956  0.1141
69 H 1.365 -6.071 -1.701  0.0987
70 H 0.715 -5.711 -4.121  0.0714
71 H 0.814 -7.318 -4.492  0.0691
72 H 2.204 -6.592 -4.005  0.0724
73 C -2.467 7.352 4.158  -0.0803
74 C -1.375 6.601 4.969  -0.2373
75 C -0.124 6.346 4.106  -0.1814
76 C 0.951 5.640 4.986  -0.1302
77 N 1.908 4.809 4.173  -0.1657
78 C 1.246 3.617 3.390  -0.0651
79 C 1.627 3.804 1.907  -0.1275
80 C 2.813 4.741 1.967  -0.1600
81 C 2.551 5.764 3.070  -0.0420
82 C 2.846 4.235 5.265  -0.1181
83 C 3.961 3.293 4.840  -0.2447
84 C 4.794 2.630 5.958  -0.0854
85 H -3.201 7.693 4.908  0.0731
86 H -2.921 6.711 3.394  0.0691
87 H -2.003 8.168 3.690  0.0532
88 H -1.734 5.603 5.178  0.0699
89 H -1.118 7.138 5.900  0.1273
90 H 0.301 7.298 3.779  0.1080
91 H -0.365 5.750 3.217  0.1185
92 H 0.497 4.860 5.635  0.1381
93 H 1.421 6.408 5.563  0.1299
94 H 1.659 2.742 3.857  0.0569
95 H 0.177 3.633 3.614  0.1179
96 H 1.845 2.798 1.480  0.1168
97 H 0.802 4.254 1.346  0.1043
98 H 3.756 4.276 2.293  0.1044
99 H 3.104 5.282 1.026  0.1395
100 H 3.483 6.178 3.435  0.1274
101 H 1.873 6.610 2.899  0.1119
102 H 2.166 3.688 5.931  0.1144
103 H 3.236 5.094 5.851  0.1431
104 H 4.659 3.890 4.280  0.0886
105 H 3.627 2.615 4.037  0.1015
106 H 5.606 1.958 5.548  0.1055
107 H 4.177 2.029 6.631  0.0653
108 H 5.183 3.441 6.547  0.0646
109 C -3.456 1.887 -5.015  -0.0915
110 O -2.112 1.486 -4.992  -0.1797
111 C -1.289 2.276 -4.135  -0.1901
112 C 0.112 1.762 -4.297  -0.1049
113 N 0.426 1.786 -5.798  0.0717
114 H -0.405 1.360 -6.195  0.1403
115 H 0.466 2.765 -6.182  0.1551
116 C 1.536 0.882 -6.284  -0.0924
117 C 1.593 0.933 -7.766  -0.2414
118 O 0.406 0.455 -8.348  -0.1830
119 C 0.450 0.503 -9.773  -0.0810
120 H -4.102 1.039 -4.763  0.0915
121 H -3.742 2.153 -6.016  0.0881
122 H -3.740 2.682 -4.398  0.0698
123 H -1.647 2.218 -3.133  0.1151
124 H -1.319 3.346 -4.407  0.1297
125 H 0.223 0.693 -3.983  0.1352
126 H 0.839 2.370 -3.750  0.0891
127 H 1.361 -0.121 -5.930  0.1352
128 H 2.476 1.270 -5.896  0.1331
129 H 2.467 0.440 -8.170  0.1308
130 H 1.726 1.984 -8.092  0.1421
131 H 0.791 1.508 -10.084  0.1003
132 H -0.531 0.229 -10.120  0.0851
133 H 1.134 -0.249 -10.235  0.1011
134 C -6.141 2.267 -0.953  -0.0158
135 O -7.539 1.919 -1.267  -0.2115
136 C -8.464 1.899 -0.222  -0.1944
137 C -9.876 1.851 -0.915  -0.0591
138 N -9.760 1.176 -2.251  0.0560
139 H -10.406 1.544 -2.944  0.1824
140 H -8.816 1.443 -2.582  0.1610
141 C -9.737 -0.317 -2.310  -0.0967
142 C -10.358 -0.833 -3.554  -0.2348
143 O -9.633 -0.345 -4.647  -0.1885
144 C -9.963 -0.955 -5.879  -0.0726
145 H -5.541 1.371 -0.905  0.0784
146 H -5.985 2.813 -0.063  0.0577
147 H -5.788 2.860 -1.769  0.0842
148 H -8.401 2.782 0.459  0.1453
149 H -8.378 1.034 0.441  0.1244
150 H -10.233 2.849 -1.036  0.1207
151 H -10.618 1.295 -0.288  0.1468
152 H -10.340 -0.759 -1.525  0.1393
153 H -8.698 -0.613 -2.133  0.1541
154 H -11.434 -0.730 -3.665  0.1436
155 H -10.160 -1.889 -3.486  0.1321
156 H -11.025 -1.010 -6.078  0.0931
157 H -9.557 -1.969 -5.825  0.0963
158 H -9.415 -0.403 -6.646  0.1011
159 C 0.972 2.025 -1.178  -0.0851
160 O 0.940 0.969 -0.234  -0.1713
161 C 0.073 -0.044 -0.661  -0.2086
162 C 0.460 -1.341 0.021  -0.0888
163 N 0.603 -1.252 1.530  0.0976
164 H 1.377 -1.862 1.839  0.1342
165 H 0.997 -0.347 1.779  0.1294
166 C -0.666 -1.642 2.318  -0.0623
167 C -1.893 -0.962 1.877  -0.2090
168 O -2.388 -1.385 0.629  -0.2198
169 C -3.794 -1.136 0.526  -0.0734
170 H 0.061 2.566 -1.381  0.0835
171 H 1.454 1.605 -2.039  0.0692
172 H 1.660 2.758 -0.786  0.0841
173 H 0.157 -0.246 -1.764  0.1371
174 H -0.920 0.303 -0.370  0.0963
175 H 1.442 -1.592 -0.411  0.1043
176 H -0.309 -2.083 -0.215  0.1184
177 H -0.413 -1.501 3.356  0.0973
178 H -0.623 -2.730 2.144  0.1057
179 H -1.780 0.129 1.742  0.1100
180 H -2.684 -1.056 2.596  0.1098
181 H -4.059 -0.081 0.345  0.0551
182 H -4.373 -1.479 1.385  0.0930
183 H -4.035 -1.737 -0.373  0.0959
184 C -4.627 5.400 7.131  -0.0401
185 O -3.867 4.203 6.786  -0.1823
186 C -3.949 3.977 5.398  -0.2410
187 C -3.060 2.815 4.964  -0.0708
188 N -3.569 1.501 5.596  0.0741
189 H -3.696 1.705 6.601  0.1767
190 H -4.485 1.256 5.184  0.1757
191 C -2.594 0.347 5.579  -0.1191
192 C -3.347 -0.919 5.760  -0.2383
193 O -4.449 -0.932 4.882  -0.1990
194 C -5.337 -2.050 5.187  -0.0362
195 H -4.143 6.254 6.677  0.0744
196 H -4.651 5.401 8.208  0.0933
197 H -5.641 5.327 6.759  0.0876
198 H -3.553 4.802 4.789  0.0983
199 H -4.980 3.758 5.088  0.1382
200 H -2.017 2.900 5.380  0.1505
201 H -2.995 2.691 3.894  0.0783
202 H -1.865 0.552 6.332  0.1286
203 H -2.090 0.425 4.607  0.1181
204 H -3.682 -0.871 6.793  0.1256
205 H -2.631 -1.780 5.762  0.1397
206 H -6.204 -1.839 4.571  0.0837
207 H -5.639 -1.984 6.243  0.0977
208 H -4.881 -2.989 4.911  0.0785
209 As -2.816 3.060 0.909  0.7702
210 F -1.454 3.981 0.426  -0.2234
211 F -2.490 1.848 -0.242  -0.2192
212 F -4.184 2.085 1.509  -0.2745
213 F -3.231 4.292 2.158  -0.2761
214 F -3.822 3.839 -0.207  -0.2119
215 F -1.748 2.271 2.133  -0.2813
216 As 1.625 -0.036 5.253  0.7717
217 F -0.061 -0.362 5.097  -0.2502
218 F 1.141 1.604 5.791  -0.2749
219 F 3.312 0.437 5.237  -0.2360
220 F 1.982 -1.585 4.526  -0.2250
221 F 1.575 0.673 3.541  -0.3008
222 F 1.606 -0.569 6.777  -0.1481
223 As -1.900 -5.028 3.836  0.7060
224 F -2.171 -4.410 2.231  -0.2542
225 F -3.569 -5.481 3.873  -0.2469
226 F -1.664 -5.617 5.361  -0.1729
227 F -0.238 -4.581 3.645  -0.2247
228 F -2.322 -3.409 4.369  -0.2494
229 F -1.578 -6.581 3.066  -0.2632
230 As 1.464 5.444 -5.004  0.8126
231 F 2.512 5.824 -3.702  -0.2364
232 F 2.165 3.822 -5.147  -0.2857
233 F 0.282 4.912 -6.341  -0.3232
234 F 0.628 6.946 -5.025  -0.2240
235 F 2.622 5.943 -6.205  -0.2473
236 F 0.377 4.724 -3.783  -0.2777
237 As 3.370 -3.874 0.492  0.7922
238 F 2.704 -3.859 -1.189  -0.2996
239 F 4.918 -4.059 -0.210  -0.2345
240 F 4.071 -3.727 2.067  -0.2185
241 F 1.727 -3.652 1.101  -0.2518
242 F 3.058 -5.541 0.504  -0.2150
243 F 3.488 -2.068 0.319  -0.2877

=====

# C21H23NO4

An isolated molecule of C21H23NO4 (ωB97M-V/def2-TZVPD, OMol25).

Summary:
Charge = 0
SMILES = COc1ccc(C(=O)N2CCc3cc4c(cc3[C@@H]2C)OCCCO4)cc1
HOMO level = -8.236 eV

Each line ends with the Löwdin charge.
Atoms and positions in Å:
1 C -7.289 -2.295 -0.832  -0.0909
2 O -6.982 -1.206 0.006  -0.0835
3 C -5.771 -0.599 -0.131  -0.2744
4 C -5.539 0.491 0.710  0.0065
5 C -4.346 1.178 0.652  -0.0111
6 C -3.346 0.780 -0.230  -0.1695
7 C -2.083 1.578 -0.335  -0.4283
8 O -2.085 2.703 -0.804  0.0757
9 N -0.954 0.981 0.112  0.0043
10 C -0.935 -0.353 0.672  -0.1318
11 C 0.205 -0.510 1.677  -0.1023
12 C 1.493 -0.229 0.965  -0.1792
13 C 2.636 -0.983 1.145  0.0601
14 C 3.803 -0.712 0.437  -0.1980
15 C 3.793 0.309 -0.521  -0.1961
16 C 2.644 1.077 -0.679  0.0683
17 C 1.503 0.829 0.060  -0.1407
18 C 0.299 1.718 -0.055  -0.2572
19 C 0.398 2.850 0.979  -0.0097
20 O 4.850 0.617 -1.346  -0.0401
21 C 5.646 -0.476 -1.759  -0.1798
22 C 6.737 -0.836 -0.747  -0.1273
23 C 6.150 -0.836 0.667  -0.1797
24 O 4.897 -1.487 0.744  -0.0413
25 C -3.581 -0.297 -1.072  -0.0278
26 C -4.782 -0.985 -1.030  -0.0115
27 H -8.295 -2.604 -0.555  0.0928
28 H -6.598 -3.130 -0.675  0.0949
29 H -7.277 -2.006 -1.887  0.0958
30 H -6.320 0.784 1.394  0.1186
31 H -4.180 2.030 1.293  0.1231
32 H -0.796 -1.094 -0.128  0.1346
33 H -1.897 -0.545 1.153  0.1278
34 H 0.062 0.190 2.504  0.1213
35 H 0.198 -1.521 2.085  0.1210
36 H 2.658 -1.794 1.857  0.1288
37 H 2.668 1.871 -1.410  0.1341
38 H 0.263 2.182 -1.048  0.1511
39 H -0.456 3.512 0.868  0.0746
40 H 0.417 2.453 1.990  0.0787
41 H 1.309 3.418 0.809  0.0848
42 H 6.095 -0.170 -2.708  0.1275
43 H 5.007 -1.350 -1.939  0.1357
44 H 7.132 -1.821 -0.998  0.1156
45 H 7.549 -0.110 -0.785  0.1157
46 H 6.806 -1.382 1.351  0.1273
47 H 6.051 0.196 1.026  0.1358
48 H -2.824 -0.599 -1.781  0.1230
49 H -4.934 -1.814 -1.703  0.1026

=====

| no. | largest force on an atom (Eh/bohr) |
| --- | --- |
| 1 | 0.10227 |
| 2 | 0.01201 |